Computed, not measured: a cluster of 7 separate species, C32H48F18N7O18P2 in total, with wB97M-V/def2-TZVPD.

Bonds (Å) are listed after each position.
Geometry (Å):
1 C -0.6267 -0.2827 -3.1912  C2 1.612, H24 1.144, H25 1.142, H26 1.155
2 C -0.0590 1.1948 -2.8853  C1 1.612, O3 1.468, H27 1.159, H28 1.150
3 O -0.2036 1.5536 -1.4694  C2 1.468, N4 1.346
4 N 0.2555 0.5885 -0.6506  O3 1.346, N5 1.368, C20 1.448
5 N 1.4205 -0.1262 -0.7026  N4 1.368, C6 1.448, H29 1.026
6 C 1.4995 -1.0280 0.4270  N5 1.448, N7 1.351, N19 1.442
7 N 2.4453 -1.9110 0.8154  C6 1.351, N8 1.376, P15 1.806
8 N 2.4174 -2.7199 1.9283  N7 1.376, C9 1.481, C12 1.479
9 C 2.2751 -1.9849 3.2064  N8 1.481, C10 1.615, O11 1.261
10 C 0.9788 -2.3048 4.1144  C9 1.615, H30 1.140, H31 1.154, H32 1.145
11 O 3.1477 -1.1558 3.5817  C9 1.261
12 C 1.5340 -3.8996 1.8043  N8 1.479, C13 1.594, O14 1.266
13 C 0.0821 -3.9566 1.1483  C12 1.594, H33 1.157, H34 1.142, H35 1.156
14 O 1.9828 -4.9855 2.2743  C12 1.266
15 P 3.9433 -2.0105 -0.1884  N7 1.806, N16 1.608, O17 1.708, O18 1.714
16 N 5.0725 -2.6158 0.7828  P15 1.608, H36 1.040
17 O 3.7846 -3.1339 -1.4656  P15 1.708, H37 0.994
18 O 4.5129 -0.4708 -0.6819  P15 1.714, H38 0.996
19 N 0.2464 -0.7873 1.0990  C6 1.442, C20 1.447
20 C -0.5812 0.2204 0.4728  N4 1.448, N19 1.447, P21 1.897
21 P -2.2971 0.8292 1.0069  C20 1.897, N22 1.783, O23 1.720
22 N -3.0552 -0.3306 2.1294  P21 1.783, H39 1.040, H40 1.043
23 O -2.0619 2.2309 1.9763  P21 1.720, H41 0.988
24 H -1.6881 -0.4067 -2.7836  C1 1.144
25 H -0.5487 -0.4311 -4.3212  C1 1.142
26 H 0.0068 -1.1124 -2.6964  C1 1.155
27 H 1.0713 1.2916 -3.1231  C2 1.159
28 H -0.5884 2.0169 -3.4896  C2 1.150
29 H 2.1153 -0.0140 -1.4485  N5 1.026
30 H 0.9969 -3.3820 4.4878  C10 1.140
31 H 1.0398 -1.5677 5.0006  C10 1.154
32 H 0.0081 -2.1127 3.5391  C10 1.145
33 H -0.6046 -3.1702 1.6470  C13 1.157
34 H -0.4179 -4.9681 1.3259  C13 1.142
35 H 0.1563 -3.6784 0.0292  C13 1.156
36 H 5.8212 -1.8965 0.8479  N16 1.040
37 H 3.4858 -2.6999 -2.3079  O17 0.994
38 H 4.2601 -0.4096 -1.6432  O18 0.996
39 H -3.4775 -1.0813 1.5473  N22 1.040
40 H -2.3117 -0.7341 2.7388  N22 1.043
41 H -1.3067 2.0672 2.5923  O23 0.988
42 C -1.0213 1.9836 7.6404  C43 1.516, H51 1.093, H52 1.092, H53 1.093
43 C -1.3760 0.6376 8.2407  C42 1.516, O44 1.438, H54 1.092, H55 1.094
44 O -2.5124 0.0656 7.5708  C43 1.438, C45 1.345
45 C -2.2585 -0.5707 6.4132  O44 1.345, O46 1.208, C47 1.524
46 O -1.1598 -0.6757 5.9229  C45 1.208
47 C -3.5383 -1.1670 5.8383  C45 1.524, F48 1.347, F49 1.348, F50 1.349
48 F -4.5773 -0.3104 5.8843  C47 1.347
49 F -3.9255 -2.2692 6.5114  C47 1.348
50 F -3.4048 -1.5339 4.5471  C47 1.349
51 H -1.8893 2.6478 7.6472  C42 1.093
52 H -0.2097 2.4538 8.1990  C42 1.092
53 H -0.7086 1.8797 6.5985  C42 1.093
54 H -1.6607 0.7668 9.2871  C43 1.092
55 H -0.5259 -0.0502 8.2217  C43 1.094
56 C 6.2617 -3.1597 -8.1706  C57 1.516, H65 1.093, H66 1.091, H67 1.093
57 C 7.0307 -3.3325 -6.8756  C56 1.516, O58 1.439, H68 1.092, H69 1.093
58 O 6.5572 -2.4125 -5.8762  C57 1.439, C59 1.345
59 C 5.4478 -2.7827 -5.2118  O58 1.345, O60 1.204, C61 1.524
60 O 4.8479 -3.8082 -5.4095  C59 1.204
61 C 5.0882 -1.7449 -4.1550  C59 1.524, F62 1.347, F63 1.347, F64 1.362
62 F 5.1658 -0.4814 -4.6152  C61 1.347
63 F 5.9070 -1.8086 -3.0877  C61 1.347
64 F 3.8221 -1.8967 -3.6769  C61 1.362
65 H 6.3030 -2.1201 -8.5057  C56 1.093
66 H 6.6729 -3.8015 -8.9519  C56 1.091
67 H 5.2063 -3.4096 -8.0380  C56 1.093
68 H 8.0847 -3.1003 -7.0425  C57 1.092
69 H 6.9823 -4.3620 -6.5111  C57 1.093
70 C -6.0236 4.5593 5.0884  C71 1.516, H79 1.093, H80 1.092, H81 1.093
71 C -5.0109 5.6553 4.8201  C70 1.516, O72 1.437, H82 1.091, H83 1.094
72 O -4.7290 6.3915 6.0211  C71 1.437, C73 1.348
73 C -3.8332 5.8350 6.8604  O72 1.348, O74 1.206, C75 1.525
74 O -3.2817 4.7817 6.6598  C73 1.206
75 C -3.5933 6.7403 8.0637  C73 1.525, F76 1.349, F77 1.350, F78 1.346
76 F -4.7392 7.2316 8.5785  C75 1.349
77 F -2.8304 7.8067 7.7424  C75 1.350
78 F -2.9637 6.1088 9.0717  C75 1.346
79 H -6.9252 4.9738 5.5467  C70 1.093
80 H -6.2974 4.0514 4.1614  C70 1.092
81 H -5.6253 3.8170 5.7844  C70 1.093
82 H -5.4244 6.3679 4.1046  C71 1.091
83 H -4.0911 5.2574 4.3822  C71 1.094
84 C -4.1626 11.8280 2.4411  C85 1.516, H93 1.093, H94 1.092, H95 1.093
85 C -4.8061 11.4153 3.7503  C84 1.516, O86 1.437, H96 1.092, H97 1.094
86 O -5.9859 10.6310 3.5121  C85 1.437, C87 1.348
87 C -5.7852 9.3235 3.2536  O86 1.348, O88 1.206, C89 1.525
88 O -4.6992 8.8014 3.2085  C87 1.206
89 C -7.1174 8.6043 3.0696  C87 1.525, F90 1.348, F91 1.350, F92 1.348
90 F -7.9730 9.2913 2.2859  C89 1.348
91 F -7.7481 8.4117 4.2472  C89 1.350
92 F -6.9788 7.3880 2.5062  C89 1.348
93 H -4.8857 12.3432 1.8038  C84 1.093
94 H -3.3125 12.4891 2.6204  C84 1.092
95 H -3.8110 10.9565 1.8836  C84 1.093
96 H -5.1258 12.3048 4.2975  C85 1.092
97 H -4.1044 10.8770 4.3935  C85 1.094
98 C 5.6728 -9.3280 -2.9396  C99 1.516, H107 1.093, H108 1.092, H109 1.092
99 C 5.7049 -7.8988 -3.4442  C98 1.516, O100 1.436, H110 1.092, H111 1.094
100 O 7.0443 -7.5109 -3.7880  C99 1.436, C101 1.350
101 C 7.4798 -7.8998 -5.0048  O100 1.350, O102 1.204, C103 1.525
102 O 6.8226 -8.5394 -5.7853  C101 1.204
103 C 8.8916 -7.3819 -5.2576  C101 1.525, F104 1.349, F105 1.352, F106 1.345
104 F 9.7064 -7.5560 -4.1972  C103 1.349
105 F 8.8978 -6.0574 -5.5300  C103 1.352
106 F 9.4915 -7.9877 -6.2973  C103 1.345
107 H 6.3720 -9.4576 -2.1095  C98 1.093
108 H 4.6692 -9.5966 -2.6041  C98 1.092
109 H 5.9744 -10.0283 -3.7221  C98 1.092
110 H 5.3762 -7.2231 -2.6512  C99 1.092
111 H 5.0283 -7.7540 -4.2912  C99 1.094
112 C -4.5834 -1.4859 -8.8143  C113 1.516, H121 1.093, H122 1.092, H123 1.093
113 C -4.5838 -1.5820 -7.3014  C112 1.516, O114 1.438, H124 1.092, H125 1.094
114 O -3.4672 -2.3615 -6.8406  C113 1.438, C115 1.347
115 C -2.2893 -1.7135 -6.7513  O114 1.347, O116 1.205, C117 1.525
116 O -2.1314 -0.5525 -7.0349  C115 1.205
117 C -1.2085 -2.6409 -6.2069  C115 1.525, F118 1.347, F119 1.352, F120 1.347
118 F -1.2287 -3.8577 -6.7843  C117 1.347
119 F -1.3474 -2.8466 -4.8776  C117 1.352
120 F 0.0357 -2.1572 -6.3889  C117 1.347
121 H -4.5559 -2.4825 -9.2621  C112 1.093
122 H -5.4733 -0.9619 -9.1679  C112 1.092
123 H -3.7016 -0.9507 -9.1744  C112 1.093
124 H -5.4862 -2.0988 -6.9676  C113 1.092
125 H -4.5876 -0.5935 -6.8337  C113 1.094

Results
Net charge: +1
Orbital gap, eV: 7.4
LUMO energy, eV: -4.001
E_tot, a.u.: -5465.7112

Computed, not measured: a cluster of 8 separate species, C32H48FNO26P2S in total, with wB97M-V/def2-TZVPD.

Bonds (Å) are listed after each position.
Geometry (Å):
1 C 3.4075 -0.6391 -2.1946  C2 1.569, H22 1.119, H23 1.119, H24 1.134
2 C 3.6230 0.8748 -2.5483  C1 1.569, N3 1.479, H25 1.129, H26 1.130
3 N 2.4721 1.5940 -3.1373  C2 1.479, P4 1.732, H27 1.036
4 P 0.9423 1.3673 -2.3576  N3 1.732, F5 1.651, C6 1.908, P14 2.246, S18 2.178
5 F 0.3826 0.0285 -1.5709  P4 1.651
6 C -0.2980 2.8084 -2.5193  P4 1.908, C7 1.554, H28 1.131, H29 1.131
7 C -1.7726 2.3439 -2.3596  C6 1.554, C8 1.452, C13 1.484
8 C -2.3955 1.9309 -1.1148  C7 1.452, C9 1.473, H30 1.113
9 C -3.8090 1.5275 -1.0230  C8 1.473, C10 1.467, H31 1.120
10 C -4.6539 1.5205 -2.2228  C9 1.467, C11 1.486, H32 1.115
11 C -4.0463 1.9228 -3.5177  C10 1.486, C12 1.561, C13 1.471
12 C -4.9752 1.8560 -4.7704  C11 1.561, H33 1.130, H34 1.119, H35 1.129
13 C -2.6350 2.3353 -3.5673  C7 1.484, C11 1.471, H36 1.123
14 P 0.1454 0.4282 -4.2353  P4 2.246, O15 1.494, O16 1.677, O17 1.692
15 O -1.0915 -0.3516 -3.9268  P14 1.494
16 O -0.0763 1.5374 -5.4729  P14 1.677, H37 0.980
17 O 1.2267 -0.7185 -4.8512  P14 1.692, H38 0.982
18 S 1.6093 2.1196 -0.4259  P4 2.178, C19 1.843, O20 1.491, O21 1.486
19 C 2.6916 3.6044 -0.5657  S18 1.843, H39 1.129, H40 1.121, H41 1.125
20 O 2.3890 1.1217 0.3604  S18 1.491
21 O 0.4895 2.5167 0.4669  S18 1.486
22 H 3.0314 -1.2770 -3.0340  C1 1.119
23 H 2.7624 -0.8341 -1.3016  C1 1.119
24 H 4.4300 -1.0516 -1.9296  C1 1.134
25 H 4.4469 0.9032 -3.3197  C2 1.129
26 H 4.0750 1.3788 -1.6440  C2 1.130
27 H 2.4185 1.4821 -4.1655  N3 1.036
28 H -0.0673 3.6426 -1.7904  C6 1.131
29 H -0.2235 3.3042 -3.5329  C6 1.131
30 H -1.8185 1.9391 -0.1626  C8 1.113
31 H -4.2333 1.2366 -0.0280  C9 1.120
32 H -5.7234 1.2144 -2.1535  C10 1.115
33 H -5.8500 1.1872 -4.5159  C12 1.130
34 H -5.3988 2.8427 -5.0838  C12 1.119
35 H -4.4429 1.3218 -5.6104  C12 1.129
36 H -2.2256 2.6296 -4.5706  C13 1.123
37 H 0.5737 2.2603 -5.3499  O16 0.980
38 H 1.8677 -0.2634 -5.4392  O17 0.982
39 H 2.3152 4.3618 0.1829  C19 1.129
40 H 2.6302 4.1001 -1.5690  C19 1.121
41 H 3.7551 3.3918 -0.2685  C19 1.125
42 O 3.0958 1.4138 -6.0559  C43 1.203
43 C 3.9156 0.8965 -6.7690  O42 1.203, O44 1.352, O47 1.350
44 O 4.5166 -0.2852 -6.5056  C43 1.352, C45 1.430
45 C 5.2333 -0.6648 -7.6828  O44 1.430, C46 1.499, H48 1.088, H49 1.092
46 C 5.4630 0.6477 -8.3698  C45 1.499, O47 1.429, H50 1.092, H51 1.089
47 O 4.3469 1.4267 -7.9332  C43 1.350, C46 1.429
48 H 6.1636 -1.1694 -7.4283  C45 1.088
49 H 4.6086 -1.3441 -8.2675  C45 1.092
50 H 6.3846 1.1347 -8.0452  C46 1.092
51 H 5.4752 0.5570 -9.4548  C46 1.089
52 O -4.2104 -1.1843 2.5237  C53 1.196
53 C -3.4088 -1.6865 1.7913  O52 1.196, O54 1.356, O57 1.354
54 O -2.7720 -2.8571 2.0430  C53 1.356, C55 1.427
55 C -2.0822 -3.2299 0.8503  O54 1.427, C56 1.502, H58 1.090, H59 1.093
56 C -1.9026 -1.9154 0.1467  C55 1.502, O57 1.429, H60 1.093, H61 1.090
57 O -3.0220 -1.1563 0.6066  C53 1.354, C56 1.429
58 H -1.1336 -3.7133 1.0836  C55 1.090
59 H -2.7063 -3.9268 0.2849  C55 1.093
60 H -0.9833 -1.4033 0.4417  C56 1.093
61 H -1.9185 -2.0148 -0.9383  C56 1.090
62 O -7.5025 0.3257 7.7841  C63 1.194
63 C -6.7036 -0.1789 7.0539  O62 1.194, O64 1.359, O67 1.357
64 O -6.0671 -1.3522 7.3086  C63 1.359, C65 1.427
65 C -5.3793 -1.7295 6.1161  O64 1.427, C66 1.501, H68 1.089, H69 1.093
66 C -5.1980 -0.4186 5.4085  C65 1.501, O67 1.428, H70 1.093, H71 1.088
67 O -6.3147 0.3458 5.8647  C63 1.357, C66 1.428
68 H -4.4321 -2.2135 6.3498  C65 1.089
69 H -6.0041 -2.4271 5.5528  C65 1.093
70 H -4.2771 0.0920 5.7023  C66 1.093
71 H -5.2134 -0.5244 4.3256  C66 1.088
72 O -13.0464 -3.2762 8.1316  C73 1.191
73 C -12.2541 -2.4191 7.8963  O72 1.191, O74 1.361, O77 1.360
74 O -12.5329 -1.2856 7.1962  C73 1.361, C75 1.426
75 C -11.4073 -0.4200 7.3252  O74 1.426, C76 1.502, H78 1.089, H79 1.093
76 C -10.2868 -1.3723 7.6304  C75 1.502, O77 1.426, H80 1.093, H81 1.088
77 O -10.9532 -2.4460 8.2912  C73 1.360, C76 1.426
78 H -11.2409 0.1408 6.4063  C75 1.089
79 H -11.5934 0.2831 8.1409  C75 1.093
80 H -9.8063 -1.7572 6.7266  C76 1.093
81 H -9.5276 -0.9304 8.2732  C76 1.088
82 O 1.0887 -4.3747 2.5157  C83 1.193
83 C 1.9366 -3.5539 2.3376  O82 1.193, O84 1.359, O87 1.359
84 O 1.7417 -2.3839 1.6735  C83 1.359, C85 1.427
85 C 2.9088 -1.5866 1.8687  O84 1.427, C86 1.501, H88 1.088, H89 1.093
86 C 3.9654 -2.6081 2.1722  C85 1.501, O87 1.428, H90 1.094, H91 1.091
87 O 3.2189 -3.6674 2.7718  C83 1.359, C86 1.428
88 H 3.1326 -1.0031 0.9782  C85 1.088
89 H 2.7343 -0.9039 2.7045  C85 1.093
90 H 4.4537 -2.9870 1.2695  C86 1.094
91 H 4.7272 -2.2309 2.8553  C86 1.091
92 O 9.4440 0.1743 -6.5346  C93 1.189
93 C 8.6817 0.7076 -5.7949  O92 1.189, O94 1.365, O97 1.358
94 O 7.3634 0.3742 -5.6790  C93 1.365, C95 1.425
95 C 6.8515 1.0711 -4.5469  O94 1.425, C96 1.504, H98 1.089, H99 1.093
96 C 7.7924 2.2367 -4.4166  C95 1.504, O97 1.424, H100 1.093, H101 1.089
97 O 9.0069 1.7268 -4.9577  C93 1.358, C96 1.424
98 H 5.8220 1.3827 -4.7160  C95 1.089
99 H 6.8834 0.4067 -3.6794  C95 1.093
100 H 7.4759 3.0990 -5.0097  C96 1.093
101 H 7.9290 2.5501 -3.3823  C96 1.089
102 O 5.8249 -1.7325 4.5021  C103 1.193
103 C 5.0825 -1.4005 5.3751  O102 1.193, O104 1.358, O107 1.358
104 O 5.2043 -0.2527 6.0914  C103 1.358, C105 1.425
105 C 4.0159 -0.1083 6.8651  O104 1.425, C106 1.503, H108 1.089, H109 1.093
106 C 3.5157 -1.5213 6.9740  C105 1.503, O107 1.425, H110 1.093, H111 1.089
107 O 4.0066 -2.1229 5.7795  C103 1.358, C106 1.425
108 H 4.2355 0.3342 7.8359  C105 1.089
109 H 3.3213 0.5422 6.3276  C105 1.093
110 H 3.9350 -2.0496 7.8339  C106 1.093
111 H 2.4289 -1.5781 7.0200  C106 1.089

Results
Net charge: 0
Orbital gap, eV: 8.2
LUMO energy, eV: -0.381
E_tot, a.u.: -4440.0010
SMILES: CCNP(F)(Cc1cccc(C)c1)(P(=O)(O)O)S(C)(=O)=O.O=C1OCCO1.O=C1OCCO1.O=C1OCCO1.O=C1OCCO1.O=C1OCCO1.O=C1OCCO1.O=C1OCCO1

Question: What is the net charge in the first record?
Answer: +1